This record from OMol25 describes an isolated molecule of C13H17NO5S. The level of theory is the ωB97M-V functional and the def2-TZVPD basis.

The value obtained for the maximum force is 0.7 eV/Å. The gap between HOMO and LUMO comes out at 9.76 eV. Its SMILES is C=CCNS(=O)(=O)c1ccc(OCC(=O)OCC)cc1. The value obtained for the energy above the lowest of the compared OMol25 structures with the same formula, charge and spin is 32.2 kcal per mole. The HOMO energy is -9.134 eV. The calculation puts the electronic energy at -36318.5189 eV.

Structure (XYZ):
```
37
C13H17NO5S the ωB97M-V functional and the def2-TZVPD basis
C 3.257 3.546 1.872
C 3.442 2.624 0.947
C 3.153 1.163 1.107
N 2.791 0.795 2.458
S 2.284 -0.795 2.614
O 2.247 -1.069 4.020
O 3.059 -1.664 1.769
C 0.632 -0.670 1.962
C 0.272 -1.398 0.848
C -1.008 -1.285 0.331
C -1.922 -0.427 0.937
O -3.204 -0.239 0.527
C -3.632 -0.850 -0.661
C -2.854 -0.360 -1.884
O -2.162 0.618 -1.904
O -3.074 -1.171 -2.917
C -2.410 -0.850 -4.147
C -0.981 -1.372 -4.154
C -1.542 0.301 2.070
C -0.269 0.178 2.581
H 3.487 4.582 1.690
H 2.860 3.300 2.842
H 3.830 2.887 -0.028
H 2.298 0.893 0.475
H 4.013 0.575 0.750
H 3.516 1.001 3.131
H 1.004 -2.050 0.397
H -1.273 -1.863 -0.540
H -3.583 -1.945 -0.609
H -4.679 -0.554 -0.780
H -2.420 0.236 -4.280
H -3.012 -1.329 -4.922
H -0.399 -0.876 -3.381
H -0.970 -2.444 -3.977
H -0.526 -1.168 -5.119
H -2.270 0.955 2.522
H 0.046 0.726 3.454
```

Charges in e, computed with Löwdin, in the same order as the atoms: atom 1 (C): 0.006, atom 2 (C): -0.162, atom 3 (C): -0.264, atom 4 (N): -0.144, atom 5 (S): 0.649, atom 6 (O): -0.290, atom 7 (O): -0.298, atom 8 (C): -0.298, atom 9 (C): -0.040, atom 10 (C): 0.006, atom 11 (C): -0.247, atom 12 (O): -0.011, atom 13 (C): -0.082, atom 14 (C): -0.494, atom 15 (O): 0.145, atom 16 (O): -0.001, atom 17 (C): -0.205, atom 18 (C): -0.059, atom 19 (C): 0.025, atom 20 (C): -0.043, atom 21 (H): 0.052, atom 22 (H): 0.052, atom 23 (H): 0.098, atom 24 (H): 0.123, atom 25 (H): 0.121, atom 26 (H): 0.114, atom 27 (H): 0.117, atom 28 (H): 0.114, atom 29 (H): 0.143, atom 30 (H): 0.149, atom 31 (H): 0.123, atom 32 (H): 0.124, atom 33 (H): 0.075, atom 34 (H): 0.079, atom 35 (H): 0.079, atom 36 (H): 0.124, atom 37 (H): 0.120

***

This record from OMol25 describes a cluster of 2 separate species, C4H15N2O in total. The level of theory is the ωB97M-V functional and the def2-TZVPD basis.

Its net charge is +1. The value obtained for the maximum force is 2.2 eV/Å. The gap between HOMO and LUMO comes out at 9.36 eV. The value obtained for the energy above the lowest of the compared OMol25 structures with the same formula, charge and spin is 31.5 kcal per mole. The HOMO energy is -12.588 eV. The calculation puts the electronic energy at -9412.2967 eV.

Structure (XYZ):
```
22
C4H15N2O the ωB97M-V functional and the def2-TZVPD basis
C 0.445 -1.487 0.265
C 1.245 -0.608 -0.730
C 0.309 0.525 -1.287
C -0.930 0.009 -1.945
N -2.150 0.018 -1.100
N 0.721 -0.998 1.668
H -0.634 -1.383 0.135
H 0.764 -2.495 0.023
H 1.563 -1.221 -1.576
H 2.151 -0.159 -0.321
H 0.101 1.026 -0.331
H 0.853 1.188 -1.956
H -0.825 -1.070 -2.149
H -1.065 0.388 -2.955
H -2.953 0.033 -1.704
H -2.179 0.818 -0.488
H 0.792 0.023 1.615
H 1.623 -1.335 1.995
H -0.104 -1.168 2.225
H 0.873 2.732 1.896
H -0.217 2.317 3.056
O 0.351 2.040 2.331
```

Charges in e, computed with Löwdin, in the same order as the atoms: atom 1 (C): -0.131, atom 2 (C): -0.170, atom 3 (C): -0.187, atom 4 (C): -0.284, atom 5 (N): 0.001, atom 6 (N): 0.208, atom 7 (H): 0.108, atom 8 (H): 0.132, atom 9 (H): 0.116, atom 10 (H): 0.116, atom 11 (H): 0.091, atom 12 (H): 0.118, atom 13 (H): 0.112, atom 14 (H): 0.114, atom 15 (H): 0.071, atom 16 (H): 0.061, atom 17 (H): 0.108, atom 18 (H): 0.177, atom 19 (H): 0.167, atom 20 (H): 0.068, atom 21 (H): 0.059, atom 22 (O): -0.054

***

This record from OMol25 describes the ion C4H10NO2 with charge +1. The level of theory is the ωB97M-V functional and the def2-TZVPD basis.

Its net charge is +1. The value obtained for the maximum force is 2.2 eV/Å. The gap between HOMO and LUMO comes out at 11.14 eV. Its SMILES is [NH3+][C@H](CO)CC=O. The value obtained for the energy above the lowest of the compared OMol25 structures with the same formula, charge and spin is 38.0 kcal per mole. The HOMO energy is -14.511 eV. The calculation puts the electronic energy at -9887.9385 eV.

Structure (XYZ):
```
17
C4H10NO2 the ωB97M-V functional and the def2-TZVPD basis
N -0.705 -1.031 -0.680
C 0.075 0.186 -0.407
C 1.552 -0.215 -0.265
O 1.857 -1.433 -0.946
C -0.323 0.953 0.861
C -1.790 1.273 0.957
O -2.541 0.926 0.071
H -1.646 -0.836 -1.044
H -1.005 -1.554 0.152
H -0.217 -1.628 -1.359
H -0.078 0.795 -1.301
H 1.787 -0.362 0.799
H 2.118 0.658 -0.621
H 2.798 -1.522 -0.821
H -0.035 0.491 1.834
H 0.356 1.811 0.811
H -2.203 1.486 1.960
```

Charges in e, computed with Löwdin, in the same order as the atoms: atom 1 (N): 0.222, atom 2 (C): -0.272, atom 3 (C): -0.191, atom 4 (O): -0.037, atom 5 (C): -0.098, atom 6 (C): -0.200, atom 7 (O): 0.058, atom 8 (H): 0.167, atom 9 (H): 0.193, atom 10 (H): 0.170, atom 11 (H): 0.172, atom 12 (H): 0.132, atom 13 (H): 0.145, atom 14 (H): 0.105, atom 15 (H): 0.147, atom 16 (H): 0.145, atom 17 (H): 0.142